# 1
DFT (ωB97M-V/def2-TZVPD) results for the molecule C5H11NO.

Output
HOMO-LUMO gap = 10.177 eV
HOMO energy = -9.3 eV
Electronic energy = -8901.0437 eV
SMILES = CCN(C=O)CC
LUMO energy = 0.897 eV

Element x y z (Å)
C (-0.261, -1.316, 2.065)
C (-0.630, -0.234, 1.066)
N (0.330, -0.045, -0.017)
C (1.102, -1.031, -0.525)
O (1.707, -0.995, -1.578)
C (0.375, 1.265, -0.681)
C (-0.464, 1.336, -1.943)
H (0.802, -1.282, 2.297)
H (-0.477, -2.330, 1.722)
H (-0.842, -1.216, 2.979)
H (-1.614, -0.454, 0.643)
H (-0.699, 0.723, 1.579)
H (1.181, -1.905, 0.144)
H (0.107, 2.048, 0.023)
H (1.422, 1.390, -0.951)
H (-1.523, 1.178, -1.741)
H (-0.347, 2.303, -2.428)
H (-0.169, 0.567, -2.653)



# 2
DFT (ωB97M-V/def2-TZVPD) results for a 3-piece molecular cluster, C5H11NO overall.

Output
HOMO-LUMO gap = 8.109 eV
HOMO energy = -7.8 eV
Electronic energy = -8897.4582 eV
LUMO energy = 0.282 eV

Element x y z (Å)
C (2.138, 0.919, 0.648)
C (1.424, -0.321, 0.094)
C (0.120, -0.537, 0.807)
N (-0.909, 0.287, 0.683)
C (-1.263, 0.756, -0.687)
O (-0.498, 1.514, -1.263)
C (-2.285, -0.105, -1.124)
H (3.125, 1.022, 0.189)
H (1.549, 1.809, 0.411)
H (2.275, 0.859, 1.734)
H (1.253, -0.189, -0.975)
H (2.032, -1.220, 0.233)
H (-0.571, -1.776, -0.317)
H (0.140, -1.126, 1.724)
H (-1.708, 0.046, 1.260)
H (-3.078, -0.397, -0.440)
H (-1.212, -1.437, -0.800)
H (-2.533, -0.105, -2.179)



# 3
DFT (ωB97M-V/def2-TZVPD) results for the molecule C5H11NO at a distorted geometry.

Output
HOMO-LUMO gap = 10.114 eV
HOMO energy = -9.1 eV
Electronic energy = -8899.5435 eV
SMILES = C=CCCNCO
LUMO energy = 1.062 eV

Element x y z (Å)
C (1.405, 1.979, 1.759)
C (1.265, 0.679, 1.579)
C (1.745, -0.070, 0.344)
C (0.672, -0.969, -0.211)
N (-0.347, -0.169, -0.880)
C (-1.485, -0.886, -1.420)
O (-2.715, -0.406, -0.894)
H (1.070, 2.546, 2.614)
H (1.725, 2.577, 0.914)
H (1.057, 0.006, 2.410)
H (2.602, -0.620, 0.748)
H (2.182, 0.619, -0.373)
H (0.231, -1.646, 0.547)
H (1.083, -1.660, -0.954)
H (-0.702, 0.526, -0.232)
H (-1.530, -0.724, -2.509)
H (-1.499, -1.956, -1.226)
H (-2.619, 0.560, -0.843)



# 4
DFT (ωB97M-V/def2-TZVPD) results for a 2-piece molecular cluster, C5H11NO overall at a distorted geometry.

Output
HOMO-LUMO gap = 10.529 eV
HOMO energy = -9.6 eV
Electronic energy = -8900.2591 eV
SMILES = CNC(C)=O.C=C
LUMO energy = 0.891 eV

Element x y z (Å)
C (1.963, -1.543, 0.052)
N (1.587, -0.233, -0.462)
C (0.781, 0.684, 0.143)
C (0.320, 1.882, -0.605)
O (0.456, 0.526, 1.317)
H (1.801, -1.574, 1.144)
H (1.372, -2.321, -0.441)
H (2.998, -1.862, -0.099)
H (1.904, -0.022, -1.430)
H (0.610, 1.917, -1.649)
H (0.566, 2.826, -0.073)
H (-0.800, 1.816, -0.614)
C (-2.318, -0.951, -0.591)
C (-2.871, -0.252, 0.386)
H (-2.932, -1.317, -1.418)
H (-1.260, -1.137, -0.575)
H (-3.888, 0.055, 0.300)
H (-2.369, 0.124, 1.241)



# 5
DFT (ωB97M-V/def2-TZVPD) results for the molecule C5H11NO at a distorted geometry.

Output
HOMO-LUMO gap = 10.090 eV
HOMO energy = -9.2 eV
Electronic energy = -8901.0085 eV
SMILES = CCN(C)C(C)=O
LUMO energy = 0.903 eV

Element x y z (Å)
C (-0.129, -2.371, 0.300)
C (-0.821, -1.143, -0.313)
N (-0.426, 0.130, 0.269)
C (-1.396, 0.894, 1.050)
C (0.621, 0.857, -0.239)
C (1.691, 0.081, -0.989)
O (0.744, 2.048, -0.050)
H (0.252, -2.198, 1.289)
H (-0.829, -3.202, 0.374)
H (0.618, -2.781, -0.378)
H (-1.910, -1.229, -0.261)
H (-0.604, -1.121, -1.370)
H (-0.985, 1.053, 2.041)
H (-2.382, 0.432, 1.113)
H (-1.523, 1.868, 0.574)
H (1.938, -0.810, -0.428)
H (1.351, -0.245, -1.978)
H (2.505, 0.784, -1.175)



# 6
DFT (ωB97M-V/def2-TZVPD) results for the molecule C5H11NO.

Output
HOMO-LUMO gap = 10.660 eV
HOMO energy = -9.8 eV
Electronic energy = -8901.4348 eV
SMILES = CC[C@@H](C)NC=O
LUMO energy = 0.907 eV

Element x y z (Å)
C (0.693, 1.869, -0.670)
C (0.702, 0.966, 0.558)
C (0.202, -0.467, 0.319)
C (-0.114, -1.160, 1.643)
N (-0.954, -0.504, -0.567)
C (-0.990, -1.264, -1.694)
O (-0.105, -2.007, -2.073)
H (1.412, 1.538, -1.425)
H (-0.295, 1.885, -1.139)
H (0.943, 2.897, -0.388)
H (1.721, 0.901, 0.960)
H (0.099, 1.431, 1.350)
H (0.973, -1.033, -0.212)
H (0.763, -1.164, 2.299)
H (-0.922, -0.631, 2.165)
H (-0.433, -2.192, 1.473)
H (-1.759, 0.067, -0.347)
H (-1.935, -1.133, -2.252)



# 7
DFT (ωB97M-V/def2-TZVPD) results for the molecule C5H11NO.

Output
HOMO-LUMO gap = 10.414 eV
HOMO energy = -9.5 eV
Electronic energy = -8901.4424 eV
SMILES = CCNC(=O)CC
LUMO energy = 0.897 eV

Element x y z (Å)
C (-1.367, -1.751, 1.700)
C (-1.280, -0.276, 1.338)
N (0.094, 0.151, 1.128)
C (0.692, 0.332, -0.086)
O (1.901, 0.428, -0.177)
C (-0.222, 0.551, -1.288)
C (0.590, 0.876, -2.521)
H (-2.397, -2.077, 1.857)
H (-0.763, -1.973, 2.578)
H (-1.041, -2.341, 0.839)
H (-1.772, 0.363, 2.068)
H (-1.830, -0.107, 0.419)
H (0.737, -0.091, 1.871)
H (-0.851, 1.384, -0.973)
H (-0.824, -0.337, -1.468)
H (0.011, 1.150, -3.397)
H (1.300, 1.670, -2.318)
H (1.213, 0.029, -2.803)



# 8
DFT (ωB97M-V/def2-TZVPD) results for a 2-piece molecular cluster, C5H11NO overall at a distorted geometry.

Output
HOMO-LUMO gap = 8.659 eV
HOMO energy = -8.2 eV
Electronic energy = -8897.7604 eV
SMILES = C/C=C(\C)O.C=N
LUMO energy = 0.485 eV

Element x y z (Å)
C (-1.888, -0.249, -0.311)
C (-0.611, -1.001, -0.351)
C (0.617, -0.352, -0.482)
C (0.733, 0.951, -1.227)
O (1.746, -1.131, -0.735)
H (-2.715, -0.882, 0.001)
H (-2.127, 0.183, -1.286)
H (-1.774, 0.594, 0.396)
H (-0.628, -2.079, -0.246)
H (0.346, 0.858, -2.240)
H (1.775, 1.263, -1.263)
H (0.165, 1.726, -0.713)
H (1.650, -1.993, -0.311)
C (0.533, 0.041, 1.643)
N (0.180, 1.254, 1.909)
H (1.490, -0.420, 1.909)
H (-0.297, -0.713, 1.802)
H (0.805, 1.952, 1.504)



# 9
DFT (ωB97M-V/def2-TZVPD) results for the molecule C5H11NO at a distorted geometry.

Output
HOMO-LUMO gap = 10.543 eV
HOMO energy = -9.7 eV
Electronic energy = -8898.6076 eV
SMILES = CNC(=O)C(C)C
LUMO energy = 0.878 eV

Element x y z (Å)
C (2.938, 0.624, -0.197)
N (1.292, 0.289, -0.889)
C (0.406, -0.117, 0.135)
O (0.709, -0.382, 1.283)
C (-1.082, -0.105, -0.312)
C (-1.680, -1.492, -0.050)
C (-1.807, 0.987, 0.486)
H (3.300, 1.438, -0.820)
H (3.723, -0.177, -0.174)
H (2.669, 0.863, 0.815)
H (2.135, -0.309, -1.012)
H (-1.161, 0.125, -1.382)
H (-1.573, -1.745, 1.010)
H (-1.163, -2.257, -0.640)
H (-2.744, -1.522, -0.316)
H (-2.876, 1.012, 0.237)
H (-1.701, 0.794, 1.558)
H (-1.386, 1.974, 0.269)



# 10
DFT (ωB97M-V/def2-TZVPD) results for a 4-piece molecular cluster, C5H11NO overall.

Output
HOMO-LUMO gap = 9.439 eV
HOMO energy = -9.1 eV
Electronic energy = -8897.0011 eV
LUMO energy = 0.355 eV

Element x y z (Å)
C (1.399, -0.410, 1.404)
C (0.689, -1.271, 0.597)
C (-0.917, -0.147, -0.471)
C (-2.092, -0.430, 0.424)
N (-0.528, 1.107, -0.592)
C (0.245, 1.419, -1.719)
O (0.217, 0.828, -2.775)
H (2.421, -0.136, 1.153)
H (0.980, 1.121, 1.065)
H (1.131, -0.284, 2.451)
H (1.159, -1.649, -0.307)
H (-0.078, -1.901, 1.036)
H (-0.716, -0.819, -1.305)
H (-2.261, -1.501, 0.557)
H (-1.954, 0.038, 1.404)
H (-2.990, 0.009, -0.025)
H (0.367, 1.429, 0.545)
H (0.870, 2.316, -1.566)



# 11
DFT (ωB97M-V/def2-TZVPD) results for C5H11NO as an isolated structure at a distorted geometry.

Output
HOMO-LUMO gap = 9.850 eV
HOMO energy = -8.8 eV
Electronic energy = -8896.6043 eV
LUMO energy = 1.057 eV

Element x y z (Å)
C (2.653, 0.748, -0.048)
O (1.462, 0.983, -0.707)
C (0.625, -0.108, -0.673)
C (-0.100, -0.554, 0.613)
N (-1.328, -0.680, -0.190)
C (-2.560, -0.242, 0.417)
C (-0.769, 0.152, -1.270)
H (2.873, 1.085, 0.970)
H (3.523, 0.977, -0.672)
H (2.678, -0.719, 0.187)
H (1.566, -1.128, -1.030)
H (0.232, -1.489, 1.083)
H (-0.135, 0.251, 1.372)
H (-2.515, 0.800, 0.796)
H (-2.802, -0.902, 1.259)
H (-3.378, -0.308, -0.311)
H (-1.067, 1.223, -1.200)
H (-0.958, -0.209, -2.284)



# 12
DFT (ωB97M-V/def2-TZVPD) results for a 2-piece molecular cluster, C5H11NO overall at a distorted geometry.

Output
HOMO-LUMO gap = 8.845 eV
HOMO energy = -8.0 eV
Electronic energy = -8898.5421 eV
LUMO energy = 0.819 eV

Element x y z (Å)
C (-1.722, -0.515, -0.095)
C (-0.661, 0.394, -0.817)
C (0.485, 0.720, 0.147)
C (0.229, 0.956, 1.647)
N (1.349, -0.478, -0.026)
C (1.384, -1.124, -1.201)
O (1.293, -0.632, -2.345)
H (-1.312, -1.416, 0.391)
H (-2.263, 0.015, 0.720)
H (-2.500, -0.858, -0.783)
H (0.241, 0.159, -2.038)
H (-1.186, 1.287, -1.130)
H (1.017, 1.598, -0.233)
H (-0.463, 1.795, 1.771)
H (-0.220, 0.088, 2.144)
H (1.148, 1.216, 2.194)
H (1.621, -1.014, 0.788)
H (1.559, -2.191, -1.135)



# 13
DFT (ωB97M-V/def2-TZVPD) results for a 2-piece molecular cluster, C5H11NO overall at a distorted geometry.

Output
HOMO-LUMO gap = 8.402 eV
HOMO energy = -8.1 eV
Electronic energy = -8897.0463 eV
SMILES = C=NC(=C)CC.O
LUMO energy = 0.288 eV

Element x y z (Å)
C (-2.006, 1.410, -0.267)
N (-1.162, 0.448, -0.224)
C (0.241, 0.762, -0.181)
C (0.867, 1.654, 0.611)
C (0.951, 0.193, -1.366)
C (1.256, -1.348, -1.339)
H (-2.862, 1.296, 0.432)
H (-2.266, 2.021, -1.164)
H (1.874, 1.814, 0.257)
H (0.683, 1.922, 1.642)
H (1.939, 0.669, -1.470)
H (0.595, 0.597, -2.332)
H (1.935, -1.473, -2.180)
H (0.355, -1.983, -1.481)
H (1.425, -1.463, -0.261)
O (-0.449, -2.195, 2.314)
H (-0.054, -2.896, 1.786)
H (0.255, -1.952, 2.926)